No. 1
{"formula": "C29H33Br3N8O16", "method": "ωB97M-V with the def2-TZVPD basis set", "species": ["O", "H", "C", "H", "H", "H", "H", "N", "H", "H", "C", "C", "C", "H", "O", "C", "H", "C", "C", "O", "H", "H", "H", "O", "O", "H", "H", "O", "C", "N", "H", "O", "O", "C", "N", "Br", "H", "H", "H", "O", "C", "C", "Br", "H", "C", "O", "N", "N", "N", "C", "C", "H", "H", "C", "H", "H", "C", "O", "H", "C", "C", "O", "H", "C", "C", "C", "H", "C", "H", "O", "N", "C", "H", "H", "Br", "H", "C", "H", "O", "C", "H", "C", "C", "O", "H", "O", "N", "C", "C"], "xyz": [[-0.57, 7.24, 28.02], [7.11, 16.35, 23.92], [-4.60, 9.33, 24.59], [4.47, 7.39, 25.97], [2.45, 7.39, 24.57], [-3.20, 6.28, 28.63], [-1.27, 8.68, 24.87], [2.15, 10.40, 25.69], [-4.30, 6.68, 22.62], [3.05, 4.01, 28.27], [0.05, 13.92, 26.75], [-2.72, 7.56, 23.77], [-3.32, 9.58, 24.90], [2.80, 13.17, 28.57], [2.30, 12.22, 30.78], [3.91, 5.70, 27.17], [6.96, 15.33, 26.03], [3.70, 6.66, 26.14], [-2.28, 8.71, 24.49], [-0.64, 6.30, 29.93], [-1.66, 8.66, 30.60], [4.45, 13.40, 22.20], [-1.66, 9.49, 28.97], [-1.70, 10.70, 26.09], [0.52, 5.96, 23.48], [-5.40, 9.93, 24.99], [3.91, 12.66, 24.45], [1.97, 11.56, 25.41], [0.85, 12.54, 29.10], [6.10, 15.46, 21.46], [0.96, 10.81, 23.40], [3.12, 9.81, 25.28], [7.86, 10.98, 24.79], [6.52, 15.44, 23.93], [6.99, 10.14, 24.43], [2.20, 11.82, 21.38], [-6.00, 8.11, 23.55], [-2.02, 6.75, 23.63], [7.86, 10.12, 22.60], [-3.60, 11.70, 25.96], [1.43, 13.89, 27.11], [4.88, 13.90, 23.06], [-0.90, 11.33, 22.19], [7.38, 8.47, 23.20], [2.57, 6.66, 25.36], [-3.94, 8.02, 30.08], [-1.06, 6.44, 28.78], [1.27, 11.79, 30.29], [-3.51, 9.13, 29.73], [-0.93, 13.28, 27.53], [5.31, 13.99, 25.47], [6.09, 9.65, 22.63], [4.74, 5.75, 27.87], [1.34, 9.67, 26.73], [2.02, 9.35, 27.52], [5.23, 13.55, 26.46], [-4.02, 7.50, 23.26], [5.49, 15.08, 20.45], [2.06, 14.61, 26.61], [-4.96, 8.29, 23.79], [6.33, 14.96, 25.24], [6.83, 16.50, 21.32], [0.67, 10.31, 27.31], [-2.34, 5.67, 28.34], [1.80, 4.65, 26.56], [-0.52, 12.58, 28.70], [0.99, 3.99, 26.82], [-2.06, 9.47, 29.98], [-1.92, 10.42, 30.48], [0.62, 10.88, 30.71], [-2.86, 10.76, 25.74], [4.65, 13.45, 24.36], [0.88, 8.90, 26.11], [-2.29, 5.78, 27.26], [1.04, 8.79, 21.94], [-2.32, 4.61, 28.59], [0.93, 10.70, 22.32], [-0.23, 14.44, 25.84], [-0.37, 4.54, 24.81], [1.61, 5.56, 25.52], [-1.31, 12.21, 29.33], [5.83, 14.93, 22.86], [1.78, 13.16, 28.24], [-4.18, 9.98, 29.14], [-1.90, 13.58, 27.15], [5.96, 9.94, 25.03], [0.49, 5.40, 24.58], [7.08, 9.50, 23.05], [2.90, 4.65, 27.41]], "mulliken_charge": [-0.309, 0.415, -0.396, 0.453, 0.434, 0.231, 0.329, 1.057, 0.395, 0.404, -0.263, -0.482, -0.350, 0.494, -0.599, -0.407, 0.420, -0.558, 0.464, -0.551, 0.338, 0.248, -0.151, -0.219, -0.531, 0.476, 0.460, -0.336, -0.336, 0.854, -0.697, -0.511, -0.513, -0.350, 0.793, -0.029, 0.395, 0.299, 0.335, -0.604, -0.772, -0.406, -0.065, 0.283, 0.110, -0.587, 0.796, 0.983, 0.964, -0.904, -0.457, 0.286, 0.412, 0.348, 0.416, 0.475, -0.824, -0.551, 0.559, -0.339, -0.601, -0.547, -0.666, -0.609, -0.135, -0.267, 0.430, -0.359, 0.364, -0.595, 0.903, 0.040, -0.257, 0.215, -0.022, 0.283, 0.778, 0.455, -0.598, -0.343, 0.509, -0.053, 0.177, -0.563, 0.485, -0.405, 1.066, -0.780, -0.736], "de_lowest_ev": 0.000, "total_energy_ha": -10487.93069, "lumo_energy_ha": -0.0450, "homo_lumo_gap_ev": 8.69, "total_charge": 0}

No. 2
{"formula": "C29H33BrGeN6S4SbTc", "method": "ωB97M-V with the def2-TZVPD basis set", "species": ["C", "H", "H", "C", "C", "C", "H", "Tc", "C", "H", "H", "H", "N", "C", "C", "C", "H", "H", "H", "C", "N", "H", "S", "C", "Sb", "C", "C", "C", "H", "Br", "H", "H", "C", "N", "H", "C", "C", "H", "H", "H", "C", "H", "H", "H", "N", "C", "C", "H", "C", "C", "H", "H", "C", "H", "S", "C", "C", "Ge", "C", "N", "C", "H", "H", "H", "H", "S", "H", "C", "C", "C", "H", "H", "N", "S", "H", "H"], "xyz": [[0.94, 1.11, 4.75], [4.70, 4.76, -1.37], [4.33, 4.70, 1.07], [-0.25, 0.35, -0.32], [2.91, -0.52, -1.99], [3.32, -0.72, -4.29], [-3.78, -3.81, 1.57], [0.88, -1.30, -0.15], [1.31, -1.48, -3.29], [-0.39, -1.73, 4.31], [1.06, 2.58, -1.95], [-2.20, 1.69, 2.60], [-0.84, -2.41, 3.72], [-2.68, -4.29, -1.59], [1.58, -1.88, -5.73], [1.77, 3.06, -1.28], [1.53, -2.97, -5.65], [-2.64, 1.97, -0.98], [-2.48, 6.37, 1.25], [-1.44, 1.21, 4.54], [-1.51, -2.97, 1.60], [0.33, -1.94, -3.34], [2.50, -3.99, 2.09], [-0.32, 1.00, 5.33], [1.63, -5.78, -1.20], [-3.63, 3.85, -0.69], [-1.50, 4.49, 0.95], [3.61, 4.24, 0.40], [4.71, 0.20, -2.89], [3.27, -0.04, -0.19], [-2.43, 1.13, 4.98], [-1.70, -4.51, -1.99], [-3.87, -3.95, 0.50], [0.30, -1.50, 1.88], [-1.89, -3.77, 2.08], [1.07, 1.44, 3.40], [-1.57, -3.11, 0.22], [-4.33, -4.92, 0.33], [-4.55, -3.18, 0.12], [3.02, 3.73, -2.89], [-1.31, 1.53, 3.20], [2.34, 3.62, 2.00], [-0.42, 0.76, 6.38], [-1.21, 0.29, -0.84], [-2.60, -3.91, -0.19], [3.82, 4.27, -0.97], [3.76, -0.29, -3.04], [-4.39, 5.80, -0.22], [1.55, 2.99, 0.10], [2.49, 3.61, 0.93], [-1.79, -2.62, 3.99], [2.23, -1.61, -6.56], [2.88, 3.69, -1.81], [0.83, -1.04, 2.61], [0.75, -4.68, -3.06], [-3.59, 5.08, -0.07], [-0.05, 1.67, 2.60], [-0.05, 1.96, 0.63], [-2.52, 5.41, 0.76], [1.72, -1.10, -2.07], [-1.52, 3.24, 0.34], [3.96, -0.59, -5.16], [0.57, -1.52, -5.95], [-4.46, 3.59, -1.33], [-3.17, -3.50, -2.19], [2.32, -3.41, 0.21], [-0.86, -2.82, -1.54], [2.08, -1.32, -4.43], [-2.60, 2.93, -0.49], [-0.62, -2.24, 2.37], [-0.67, 4.75, 1.60], [1.83, 0.94, 5.35], [-0.74, -2.53, -0.58], [-0.07, -6.37, 0.23], [2.06, 1.49, 2.98], [-3.27, -5.20, -1.66]], "lowdin_spin": [0.001, 0.000, 0.000, 0.431, 0.004, 0.006, 0.000, 1.230, 0.006, 0.000, 0.008, 0.001, 0.004, 0.001, 0.000, 0.009, 0.000, 0.001, 0.000, 0.001, 0.005, 0.001, 0.597, 0.002, 0.009, 0.001, 0.001, 0.001, 0.000, 0.018, 0.000, 0.000, 0.002, 0.004, 0.000, 0.005, 0.025, 0.000, 0.001, 0.000, 0.005, 0.000, 0.000, 0.054, 0.018, 0.000, -0.001, 0.000, 0.012, 0.001, 0.000, 0.000, 0.002, -0.001, 0.013, 0.001, 0.017, 0.097, 0.001, 0.011, 0.003, 0.000, 0.000, 0.000, 0.001, 0.358, -0.001, 0.000, 0.003, 0.009, 0.000, 0.000, 0.000, 0.021, 0.000, 0.000], "de_lowest_ev": 2.366, "total_energy_ha": -8018.21976, "lumo_energy_ha": [0.0838, 0.0651], "multiplicity": 4, "homo_lumo_gap_ev": [5.46, 5.36], "total_charge": -1}

No. 3
{"formula": "C29H33BrN2O6Rb", "method": "ωB97M-V with the def2-TZVPD basis set", "species": ["N", "C", "H", "H", "H", "C", "C", "H", "H", "H", "H", "C", "C", "C", "H", "O", "C", "H", "H", "H", "H", "C", "O", "H", "C", "H", "C", "C", "C", "C", "H", "C", "H", "H", "C", "C", "O", "C", "N", "C", "C", "H", "H", "C", "C", "C", "H", "O", "O", "C", "H", "H", "C", "H", "H", "C", "O", "Rb", "H", "H", "C", "H", "C", "Br", "H", "C", "H", "C", "H", "H", "H", "H"], "xyz": [[-1.84, 1.60, 0.87], [-1.55, 6.91, -0.80], [0.93, 0.73, -3.87], [7.11, -1.35, -0.35], [-2.02, 2.01, 2.80], [-1.85, 2.84, 0.54], [-2.65, 8.09, 0.99], [-1.89, 4.70, -2.36], [-2.81, 8.99, 1.56], [-3.35, -0.08, 2.48], [-0.63, -1.90, 3.61], [-3.14, -1.70, -2.84], [-2.22, 5.73, -0.48], [-1.99, 4.53, -1.30], [2.14, -0.37, -4.55], [6.80, -3.40, -0.20], [3.85, -4.92, -1.57], [4.84, -1.51, -0.10], [-0.91, -0.75, 7.75], [5.87, -5.53, -1.21], [-1.50, -3.00, -3.35], [-1.17, -0.62, 6.71], [-1.72, -1.06, 1.75], [1.69, -0.53, -2.86], [-1.00, -1.26, 4.41], [-1.22, 8.98, -0.34], [4.59, -2.47, -0.51], [-2.23, -0.15, 2.52], [-3.13, 5.76, 0.58], [1.30, -0.30, -3.85], [1.88, -5.77, -3.43], [0.22, -1.27, -4.26], [-3.55, -0.73, -3.14], [-0.03, -1.15, -5.32], [-2.05, 0.39, 6.35], [-1.88, 3.27, -0.85], [2.44, -1.64, -0.84], [3.22, -2.62, -0.95], [-1.77, 1.27, 2.14], [5.50, -3.49, -0.61], [-1.76, 8.08, -0.08], [0.55, -2.30, -4.09], [8.26, -2.30, 0.63], [1.23, -5.58, -2.57], [-1.87, -0.26, 4.02], [-2.39, 0.57, 5.01], [6.63, -1.94, 1.26], [-3.25, 1.57, 4.63], [-0.95, -1.03, -3.49], [2.85, -3.91, -1.50], [1.40, -6.38, -1.84], [-4.05, 6.93, 2.12], [-0.64, -1.45, 5.74], [0.19, -5.60, -2.89], [-2.18, -2.11, -4.73], [7.21, -2.18, 0.37], [0.55, -3.43, -1.90], [-0.20, -1.03, -0.44], [-2.91, -1.65, -1.78], [-2.47, 1.05, 7.10], [1.51, -4.21, -1.95], [0.04, -2.25, 6.01], [-1.92, -2.04, -3.67], [-1.68, 1.90, -2.15], [-1.81, 3.63, 1.30], [5.13, -4.75, -1.15], [-3.55, 2.04, 5.42], [-3.34, 6.92, 1.31], [3.58, -5.88, -1.98], [-0.85, 6.91, -1.63], [-3.91, -2.46, -2.98], [-3.70, 4.87, 0.82]], "mulliken_charge": [-0.357, -0.426, 0.236, 0.318, 0.277, -0.521, -0.426, 0.384, 0.366, 0.044, 0.482, -1.014, 0.447, -1.033, 0.363, -0.445, -0.602, 0.375, 0.355, 0.391, 0.081, -0.396, -0.800, 0.040, -0.464, 0.358, -0.535, 0.176, -0.462, -0.841, 0.386, -0.046, 0.253, 0.293, -0.867, 0.569, -0.677, -0.292, -0.053, 1.264, -0.465, 0.076, 0.229, -1.613, -0.037, 1.125, 0.326, -0.543, -0.133, 0.243, 0.436, 0.369, -0.757, 0.282, 0.271, -0.808, -0.340, 0.813, 0.173, 0.240, 0.948, 0.372, -0.032, -0.228, 0.497, -1.067, 0.276, -0.496, 0.307, 0.408, 0.370, 0.557], "de_lowest_ev": 0.719, "total_energy_ha": -4283.95901, "lumo_energy_ha": 0.0837, "homo_lumo_gap_ev": 6.73, "total_charge": -1}

No. 4
{"formula": "C29H33CoN2O2PSi", "method": "ωB97M-V with the def2-TZVPD basis set", "species": ["C", "C", "H", "H", "C", "H", "C", "C", "C", "Si", "C", "H", "N", "H", "H", "O", "H", "H", "C", "O", "C", "H", "C", "C", "C", "C", "C", "C", "C", "H", "H", "H", "P", "H", "C", "H", "H", "H", "C", "H", "C", "C", "H", "H", "C", "C", "H", "H", "C", "Co", "C", "H", "H", "C", "C", "H", "N", "H", "C", "H", "C", "H", "H", "H", "C", "H", "H", "H", "H"], "xyz": [[1.58, -3.92, -0.65], [-0.03, 0.79, 4.04], [3.57, -4.23, 0.02], [-0.24, -3.47, -3.38], [-4.86, 2.05, 1.76], [-1.95, -5.18, -2.52], [-2.73, 2.18, 0.62], [-0.18, 3.06, -1.78], [0.68, 3.42, 0.44], [2.95, 0.22, -0.91], [-5.16, 3.35, 1.39], [3.99, -1.49, -2.41], [1.02, -4.09, -1.87], [4.35, 1.07, 0.97], [-5.57, 1.48, 2.36], [1.15, -3.09, 0.14], [2.65, 1.51, 1.18], [0.29, -2.18, -2.32], [3.35, 1.66, -2.06], [1.41, -0.22, -1.09], [-3.03, 3.49, 0.26], [-2.86, -1.76, 0.82], [0.56, 4.14, -2.24], [-0.04, -3.22, -2.34], [2.72, -4.84, -0.29], [-4.24, 4.07, 0.65], [3.33, 0.71, 0.86], [-0.53, 0.74, 1.69], [1.43, 4.49, -0.04], [-0.07, 1.28, 5.00], [1.09, -2.09, 2.61], [-3.44, 0.45, 1.68], [-1.20, 1.31, 0.10], [1.01, -0.93, 4.79], [-0.59, 1.39, 2.92], [2.07, 5.03, 0.65], [-4.51, -3.61, 0.54], [3.30, 2.62, -1.54], [-0.15, 2.70, -0.43], [3.18, -0.13, 1.53], [0.57, -0.46, 3.91], [4.11, -1.21, -1.36], [1.49, -4.69, -2.54], [-2.32, 4.07, -0.31], [-1.32, -3.38, -1.54], [1.37, 4.85, -1.37], [-4.45, 5.09, 0.36], [2.42, -5.44, 0.57], [-3.34, -4.54, -1.01], [0.05, -1.13, -0.22], [0.06, -0.52, 1.55], [-6.09, 3.81, 1.70], [3.02, -5.49, -1.11], [0.62, -1.12, 2.69], [-2.71, -2.54, 0.10], [-0.80, 2.49, -2.46], [-1.59, -2.45, -0.62], [-4.03, -5.37, -1.17], [-2.19, -4.44, -1.77], [-1.08, 2.36, 3.01], [-3.61, -3.57, -0.06], [4.34, 1.57, -2.52], [1.96, 5.69, -1.74], [0.74, 3.14, 1.48], [-3.66, 1.47, 1.38], [3.88, -2.08, -0.74], [5.16, -0.95, -1.20], [0.52, 4.41, -3.29], [2.61, 1.69, -2.87]], "lowdin_spin": [0.004, -0.003, 0.000, 0.000, 0.000, 0.000, 0.010, 0.001, 0.000, 0.001, 0.002, 0.000, 0.000, 0.000, 0.000, 0.020, 0.000, -0.001, 0.000, -0.003, 0.003, 0.000, 0.000, -0.002, 0.002, 0.000, 0.000, -0.010, 0.000, 0.000, -0.001, 0.000, 0.028, 0.000, -0.001, 0.000, 0.000, 0.000, 0.003, 0.000, -0.002, -0.001, 0.000, 0.000, -0.003, 0.000, 0.000, 0.000, -0.004, 1.034, -0.064, 0.000, 0.000, -0.014, -0.004, 0.000, 0.001, 0.000, 0.001, 0.000, 0.001, 0.000, 0.000, 0.000, 0.003, 0.000, 0.000, 0.000, 0.000], "de_lowest_ev": 0.104, "total_energy_ha": -3398.55145, "lumo_energy_ha": [0.0048, 0.0068], "multiplicity": 2, "homo_lumo_gap_ev": [7.40, 7.61], "total_charge": 0}